# 1
74
Properties=species:S:1:pos:R:3:forces:R:3:mulliken_charge:R:1 method="wB97M-V/def2-TZVPD" lumo_energy_ev=-2.888 orbital_gap_ev=4.09
C 6.092 -0.785 2.883 0.3 -0.3 0.3 -0.83
O 5.491 0.056 1.928 -2.1 0.5 -0.1 -0.44
C 4.116 0.185 2.055 0.7 0.1 -0.4 0.91
C 3.456 1.066 1.184 0.7 -0.1 -0.1 -0.66
C 2.104 1.258 1.255 -0.2 -0.2 0.2 -0.41
C 1.322 0.551 2.188 0.1 -0.1 0.2 0.95
C -0.089 0.734 2.222 0.0 -0.1 0.0 -0.45
C -0.929 -0.024 3.010 -0.2 -0.2 0.1 -0.27
C -2.295 0.134 3.106 0.5 0.2 0.0 -0.30
C -3.116 -0.623 3.986 -0.1 -0.3 0.3 0.83
C -4.513 -0.457 3.980 0.4 -0.1 -0.1 -0.58
C -5.310 -1.175 4.827 -0.5 -0.4 0.5 -0.61
C -4.774 -2.094 5.741 -0.7 -0.1 0.3 0.87
O -5.664 -2.751 6.581 1.0 1.2 -1.5 -0.43
C -5.076 -3.648 7.491 0.1 -0.4 0.4 -0.81
C -3.383 -2.264 5.750 -0.4 -0.5 0.6 -0.50
C -2.579 -1.551 4.904 -0.2 0.4 -0.5 -0.96
C 1.989 -0.340 3.056 -0.3 0.3 -0.4 -1.11
C 3.341 -0.521 2.988 0.7 -0.2 0.0 -0.52
H 7.172 -0.765 2.735 -0.2 0.1 -0.2 0.25
H 5.866 -0.425 3.886 0.1 -0.1 0.1 0.36
H 5.733 -1.807 2.756 0.1 -0.1 0.1 0.33
H 4.038 1.574 0.436 0.2 0.2 -0.1 0.47
H 1.615 1.944 0.584 -0.1 0.1 -0.2 0.41
H -0.519 1.493 1.588 -0.2 0.2 -0.3 0.40
H -0.487 -0.821 3.576 0.1 -0.2 0.1 0.13
H -2.763 0.900 2.513 -0.2 0.2 -0.4 0.42
H -4.956 0.231 3.281 -0.1 0.2 -0.1 0.47
H -6.376 -1.043 4.822 -0.3 0.0 0.0 0.44
H -5.871 -4.099 8.087 0.0 0.2 -0.2 0.24
H -4.547 -4.431 6.947 0.1 -0.1 0.1 0.34
H -4.393 -3.113 8.152 0.1 -0.1 0.1 0.34
H -2.943 -2.957 6.442 0.2 -0.1 0.1 0.42
H -1.518 -1.708 4.951 0.2 -0.1 0.1 0.39
H 1.434 -0.893 3.791 0.0 -0.1 0.1 0.40
H 3.812 -1.243 3.628 0.0 -0.1 0.3 0.42
C 2.774 -4.233 -1.457 0.1 0.0 -0.1 -0.72
O 2.979 -3.358 -2.532 -0.6 1.1 -0.2 -0.47
C 2.105 -2.261 -2.589 0.3 0.1 -0.4 0.71
C 1.077 -1.999 -1.695 0.4 -0.2 -0.2 -0.38
C 0.273 -0.863 -1.888 0.5 -0.3 -0.3 0.15
C 0.510 -0.008 -2.970 0.3 -0.4 0.0 -0.08
N -0.440 1.019 -2.910 1.2 0.3 -1.6 0.46
C -0.519 2.085 -3.851 -1.4 0.5 1.0 0.39
O -1.358 2.947 -3.726 0.7 -0.9 0.2 -0.67
O 0.393 2.052 -4.863 -0.5 -0.3 0.9 -0.26
C 0.284 3.146 -5.811 -0.2 1.0 -0.8 1.59
C 0.494 4.486 -5.098 -0.1 -0.1 0.2 -1.63
C -1.093 3.126 -6.483 -0.1 -0.1 0.2 -1.62
C 1.390 2.919 -6.854 -0.1 -0.4 0.6 -1.83
C -1.254 0.800 -1.806 -0.5 0.0 0.7 0.02
B -2.511 1.620 -1.207 0.4 0.4 -1.5 0.43
F -2.951 0.929 -0.083 -0.5 -0.4 1.2 -0.30
F -2.085 2.891 -0.839 0.0 0.8 0.6 -0.42
F -3.519 1.672 -2.165 -0.6 0.1 0.0 -0.36
C -0.839 -0.330 -1.177 0.4 -0.2 0.0 -1.38
C 1.545 -0.267 -3.868 -0.4 0.5 0.0 -0.25
C 2.321 -1.373 -3.673 0.4 -0.9 0.5 -0.98
H 3.521 -5.024 -1.528 0.0 0.1 -0.1 0.24
H 2.904 -3.699 -0.515 -0.1 -0.1 0.3 0.25
H 1.778 -4.672 -1.522 -0.1 -0.1 0.2 0.30
H 0.882 -2.648 -0.863 -0.1 -0.2 0.2 0.46
H 1.440 4.495 -4.560 0.2 0.0 0.0 0.35
H 0.492 5.309 -5.808 0.1 0.0 -0.2 0.45
H -0.305 4.652 -4.376 0.2 0.1 -0.2 0.40
H -1.288 2.159 -6.941 0.1 -0.1 -0.1 0.36
H -1.870 3.312 -5.743 0.1 0.0 -0.2 0.40
H -1.162 3.893 -7.252 0.2 0.1 -0.1 0.46
H 1.256 1.956 -7.343 -0.1 -0.1 -0.1 0.39
H 1.390 3.695 -7.615 -0.2 0.1 0.1 0.43
H 2.366 2.909 -6.373 0.1 0.0 0.1 0.39
H -1.294 -0.736 -0.288 -0.1 0.0 -0.1 0.80
H 1.705 0.405 -4.692 0.2 -0.2 -0.1 0.52
H 3.127 -1.597 -4.352 0.2 -0.1 -0.1 0.48

# 2
79
Properties=species:S:1:pos:R:3:forces:R:3:mulliken_charge:R:1 method="wB97M-V/def2-TZVPD" lumo_energy_ev=-9.018 charge=+3 relative_energy_ev=1.2075 orbital_gap_ev=7.55
Ta 0.832 -0.663 0.344 0.4 0.7 -0.8 2.20
N 4.124 -2.807 -1.579 0.0 0.0 -0.1 -0.35
C 2.851 -2.609 -1.188 -0.3 0.0 -0.2 0.41
S 2.551 -2.459 0.563 0.5 -0.8 0.2 -0.43
N 1.882 -2.430 -2.035 0.4 0.0 0.5 -1.36
N 0.724 -2.294 -1.250 -0.4 0.0 -0.3 0.76
C -0.163 -3.199 -1.464 0.2 -0.1 0.1 -0.30
C -1.285 -3.492 -0.591 -0.2 0.2 0.2 0.49
C -2.207 -4.499 -0.886 0.1 0.1 0.0 -0.93
C -3.199 -4.806 0.030 0.0 -0.1 0.0 -0.88
C -3.283 -4.125 1.241 0.0 0.0 0.0 -0.82
C -2.385 -3.112 1.564 0.0 -0.2 -0.2 -1.11
C -1.404 -2.822 0.637 0.4 -0.1 -0.3 0.95
O -0.493 -1.829 0.853 -0.8 -0.3 0.5 0.34
H 4.782 -3.188 -0.918 0.0 0.0 0.0 0.26
H 4.277 -3.048 -2.550 0.0 0.0 0.0 0.29
H 0.020 -3.864 -2.305 0.0 0.0 0.0 0.61
H -2.130 -5.048 -1.816 0.0 0.0 0.0 0.53
H -3.905 -5.595 -0.189 0.0 0.0 0.0 0.49
H -4.053 -4.395 1.951 0.0 0.0 0.0 0.51
H -2.431 -2.589 2.509 0.0 0.0 0.0 0.60
Br 3.784 0.807 6.491 0.0 0.0 0.0 -0.02
C 3.031 0.397 4.849 0.0 0.0 -0.1 -0.33
C 3.808 -0.042 3.783 0.0 0.1 0.1 -1.06
C 3.195 -0.336 2.589 0.1 0.0 -0.2 0.03
N 1.867 -0.250 2.364 0.1 0.3 0.4 0.26
C 1.127 0.221 3.401 -0.2 -0.1 -0.1 0.78
C 1.664 0.541 4.631 0.1 0.0 0.0 -1.34
C -0.306 0.447 3.113 0.2 -0.1 0.0 0.79
C -1.236 0.726 4.103 0.0 0.0 -0.1 -0.91
C -2.549 0.996 3.744 0.0 0.0 -0.1 -0.84
Br -3.832 1.369 5.035 0.0 0.0 0.0 -0.03
C -2.879 0.980 2.390 0.0 0.0 0.1 -0.87
C -1.904 0.664 1.476 0.0 -0.1 0.0 -0.57
N -0.632 0.389 1.812 0.0 0.2 0.3 0.98
H 4.879 -0.159 3.873 0.0 0.0 0.0 0.50
H 3.809 -0.667 1.768 -0.1 -0.1 0.1 0.54
H 1.035 0.926 5.418 0.0 0.0 0.0 0.52
H -0.955 0.725 5.145 0.0 0.0 0.0 0.57
H -3.883 1.200 2.057 0.0 0.0 0.0 0.61
H -2.151 0.633 0.426 0.0 -0.1 -0.1 0.46
O 2.949 0.082 -0.353 -0.1 -0.1 0.0 -0.42
C 3.578 1.366 -0.374 0.0 0.1 0.1 -1.51
C 2.535 2.368 -0.004 0.2 -0.1 0.1 0.98
C 2.842 3.716 -0.122 0.0 0.0 0.0 -1.09
C 1.896 4.658 0.226 -0.1 -0.1 0.0 -0.71
C 0.662 4.192 0.661 0.1 0.0 0.0 -1.03
C 0.443 2.834 0.737 -0.1 0.0 0.0 -0.55
N 1.361 1.892 0.430 -0.1 0.3 -0.1 0.86
H 3.602 -0.631 -0.448 0.0 0.1 0.0 0.16
H 3.997 1.572 -1.361 0.0 0.0 0.0 0.50
H 4.394 1.376 0.355 0.0 0.0 0.0 0.59
H 3.821 4.006 -0.481 0.0 0.0 0.0 0.59
H 2.106 5.716 0.151 0.0 0.0 0.0 0.49
H -0.133 4.870 0.937 0.0 0.0 0.0 0.55
H -0.528 2.500 1.051 0.0 -0.1 0.0 0.42
C -3.985 0.611 -2.745 0.0 -0.1 0.0 -0.70
C -3.586 -0.687 -2.080 0.0 0.0 0.0 -0.72
N -2.237 -0.537 -1.523 0.1 -0.4 0.3 -0.06
C -1.271 0.269 -1.993 0.1 0.0 0.1 0.35
N -0.027 0.231 -1.426 -0.2 0.5 -0.4 0.67
C 0.949 0.792 -2.411 0.2 -0.1 0.1 -0.93
C 0.582 2.216 -2.764 0.0 0.0 0.0 -0.10
C -0.721 2.158 -3.523 0.0 -0.1 0.0 -1.02
N -1.576 1.080 -3.004 -0.1 0.1 0.0 -0.02
C -2.875 0.980 -3.705 0.1 0.0 0.0 -0.70
H -4.128 1.403 -2.008 0.0 0.0 0.0 0.28
H -4.923 0.485 -3.284 0.0 0.0 0.0 0.41
H -3.584 -1.500 -2.810 0.0 0.0 0.0 0.38
H -4.251 -0.969 -1.265 0.0 0.1 0.0 0.39
H -1.922 -1.330 -0.989 0.0 0.0 0.0 -0.33
H 0.938 0.149 -3.297 0.0 0.0 0.0 0.83
H 1.950 0.725 -2.015 -0.1 0.0 -0.1 -0.04
H 1.349 2.682 -3.382 0.0 0.0 0.0 0.47
H 0.482 2.808 -1.852 0.0 0.0 -0.1 -0.05
H -0.546 1.940 -4.579 0.0 0.0 0.0 0.45
H -1.282 3.091 -3.467 0.0 0.0 0.0 0.53
H -2.787 0.244 -4.508 0.0 0.0 0.0 0.31
H -3.050 1.949 -4.168 -0.1 0.0 0.0 0.40

# 3
72
Properties=species:S:1:pos:R:3:forces:R:3:mulliken_charge:R:1 method="wB97M-V/def2-TZVPD" lumo_energy_ev=-8.205 charge=+2 orbital_gap_ev=3.89
C -1.091 -0.436 1.702 -0.7 -0.8 0.3 -0.56
C -2.029 0.071 0.749 -0.5 -0.8 0.0 -0.44
C -1.972 -0.774 -0.423 -0.4 -0.8 0.7 -0.31
H -2.753 0.889 0.913 0.7 -0.4 -0.2 0.52
C -0.979 -1.781 -0.189 -1.0 -0.1 0.4 -0.29
C -0.443 -1.576 1.126 -1.0 -0.1 0.2 -0.90
H 0.243 -2.267 1.650 -0.4 0.6 -0.4 0.71
H -0.962 -0.086 2.744 0.0 -0.1 -0.9 0.53
H -2.638 -0.728 -1.289 0.5 0.1 0.2 0.61
H -0.747 -2.612 -0.861 0.0 0.5 0.1 0.52
Zr 0.078 0.334 -0.253 0.8 2.0 -0.6 0.85
Si 2.712 0.378 -7.702 0.4 0.1 -0.9 0.30
C 2.045 1.870 -8.602 -0.3 0.6 -0.1 -0.07
C 2.647 2.512 -9.706 -0.5 0.2 0.1 -0.43
H 3.591 2.141 -10.114 -0.3 0.1 0.2 0.37
C 2.027 3.621 -10.315 0.0 -0.2 0.1 -0.53
H 2.495 4.108 -11.182 -0.2 -0.3 0.5 0.37
C 0.803 4.104 -9.831 0.1 -0.3 0.2 -0.56
H 0.322 4.969 -10.299 0.2 -0.4 0.2 0.37
C 0.187 3.458 -8.750 0.2 -0.1 -0.2 -0.72
H -0.782 3.806 -8.384 0.3 -0.1 -0.2 0.49
C 0.800 2.351 -8.152 0.1 0.4 -0.4 0.13
H 0.289 1.837 -7.335 0.1 0.1 -0.2 0.57
C 2.178 -1.126 -8.675 0.4 -0.8 -0.8 0.38
C 1.122 -1.075 -9.612 -0.2 -0.3 0.3 -0.15
H 0.743 -0.111 -9.959 0.0 -0.3 0.3 0.37
C 0.541 -2.253 -10.115 0.3 0.1 0.1 -0.62
H -0.314 -2.195 -10.798 0.4 0.0 0.3 0.38
C 1.065 -3.502 -9.762 0.3 0.4 0.2 -0.46
H 0.591 -4.422 -10.117 0.2 0.4 0.1 0.40
C 2.239 -3.555 -8.992 -0.1 0.1 -0.2 -0.50
H 2.711 -4.525 -8.802 -0.1 0.4 -0.1 0.38
C 2.809 -2.377 -8.490 -0.6 -0.1 0.1 -0.55
H 3.756 -2.424 -7.946 -0.3 -0.1 0.1 0.34
H 2.076 0.301 -6.388 -0.2 0.1 0.2 -0.12
Si 0.215 0.240 -2.980 -0.4 -0.5 -0.8 0.75
C -0.405 -1.385 -3.667 0.2 0.2 0.1 0.93
C -1.525 -1.415 -4.508 -0.1 -0.5 0.2 -0.24
H -2.007 -0.486 -4.817 0.1 -0.3 0.1 0.44
C -2.042 -2.648 -4.927 0.2 0.0 0.1 -0.71
H -2.928 -2.673 -5.566 0.3 -0.1 0.2 0.43
C -1.428 -3.835 -4.516 -0.1 0.1 0.2 -0.57
H -1.834 -4.797 -4.826 0.1 0.3 0.0 0.43
C -0.304 -3.809 -3.681 0.2 0.2 0.0 -0.55
H 0.163 -4.733 -3.326 -0.2 0.3 -0.3 0.44
C 0.228 -2.579 -3.287 -0.7 -0.2 -0.2 -0.79
H 1.124 -2.546 -2.661 -0.1 -0.1 -0.1 0.44
C -0.832 1.642 -3.631 0.3 0.1 0.4 0.81
C -2.064 1.933 -3.024 0.1 0.6 -0.4 -0.01
H -2.382 1.389 -2.133 -0.1 0.0 -0.1 0.01
C -2.884 2.932 -3.556 0.0 -0.1 0.0 -0.78
H -3.839 3.155 -3.069 0.3 0.0 -0.3 0.41
C -2.479 3.615 -4.708 0.1 -0.1 0.0 -0.66
H -3.135 4.367 -5.148 0.2 -0.2 0.2 0.39
C -1.232 3.354 -5.299 -0.2 -0.2 0.3 -0.53
H -0.908 3.902 -6.189 -0.1 -0.2 0.4 0.51
C -0.400 2.379 -4.742 -0.3 0.3 -0.1 -0.90
H 0.582 2.202 -5.178 -0.3 0.0 0.1 0.69
H 4.185 0.499 -7.451 -0.3 -0.2 -0.2 -0.20
Cl 2.118 0.516 -3.741 0.4 0.0 0.6 -0.38
C 2.051 2.699 3.491 -0.1 0.3 0.0 -0.63
O 2.647 1.491 2.871 -0.5 -0.4 -0.8 -0.38
C 2.056 0.954 1.839 -0.6 1.8 1.0 0.85
O 0.981 1.423 1.328 1.6 -0.4 0.2 -0.82
N 2.633 -0.146 1.342 -0.2 -0.5 -0.7 -0.11
N 2.021 -0.766 0.193 1.2 -0.3 0.9 -0.58
H 2.752 3.030 4.265 -0.1 -0.4 -0.4 0.27
H 1.084 2.462 3.935 0.2 -0.2 -0.1 0.31
H 1.922 3.475 2.738 0.2 -0.2 0.0 0.31
H 3.547 -0.437 1.657 0.1 -0.2 0.0 0.26
H 2.687 -0.820 -0.580 0.2 0.4 -0.2 0.41
H 1.824 -1.743 0.436 0.1 0.3 0.0 0.38

# 4
76
Properties=species:S:1:pos:R:3:forces:R:3:mulliken_charge:R:1 method="wB97M-V/def2-TZVPD" lumo_energy_ev="-0.046 / -0.049" relative_energy_ev=0.0000 orbital_gap_ev="7.76 / 7.76"
Ru 0.302 0.527 0.012 -0.2 -0.1 0.1 -0.06
C -7.131 -1.119 -2.091 0.0 0.0 0.0 -1.46
C -6.028 -0.286 -1.496 0.0 0.0 0.0 0.97
C -5.140 -0.837 -0.572 0.0 0.0 0.0 -0.99
C -4.109 -0.085 -0.038 0.0 0.0 0.0 -0.38
C -3.964 1.240 -0.431 0.0 0.0 0.0 -0.26
C -4.838 1.813 -1.338 0.0 0.0 0.0 -0.27
C -5.866 1.044 -1.867 0.0 0.0 0.0 -0.82
S -2.625 2.176 0.252 0.2 0.0 -0.1 1.15
O -2.845 3.556 -0.098 0.0 0.0 0.0 -0.79
O -2.520 1.803 1.633 0.1 0.0 0.0 -0.62
N -1.331 1.588 -0.548 -0.1 0.4 -0.2 0.18
C -1.212 2.220 -1.867 0.1 -0.2 0.1 -0.37
C -0.317 1.457 -2.814 0.0 0.2 0.2 -0.05
O -0.195 1.699 -3.975 0.0 0.0 0.0 -0.54
O 0.378 0.429 -2.215 -0.1 -0.2 0.0 0.70
H -7.384 -1.958 -1.444 0.0 0.0 0.0 0.36
H -6.829 -1.525 -3.059 0.0 0.0 0.0 0.29
H -8.031 -0.525 -2.250 0.0 0.0 0.0 0.38
H -5.267 -1.867 -0.261 0.0 0.0 0.0 0.35
H -3.426 -0.504 0.693 0.0 0.0 0.0 0.57
H -4.721 2.855 -1.604 0.0 0.0 0.0 0.53
H -6.558 1.490 -2.571 0.0 0.0 0.0 0.38
H -0.819 3.239 -1.798 0.1 0.0 0.0 0.26
H -2.173 2.303 -2.384 0.0 0.0 0.0 0.35
C 3.559 -2.698 0.586 0.1 0.0 0.0 -1.07
C 2.518 -1.708 0.382 0.0 -0.1 -0.1 0.53
N 1.699 -0.928 0.220 0.0 0.0 0.0 -0.02
H 4.300 -2.608 -0.211 0.0 0.0 0.0 0.22
H 3.127 -3.698 0.572 0.0 0.0 0.0 0.29
H 4.026 -2.517 1.553 0.0 0.0 0.0 0.31
C -0.192 -2.368 -2.149 0.0 0.0 0.0 -0.93
Si 0.779 -1.049 -3.039 0.0 0.0 0.1 0.27
C 0.326 -1.029 -4.833 0.0 0.0 0.0 -1.29
C 2.617 -1.305 -2.880 0.0 0.0 -0.1 0.47
C 3.136 -2.554 -3.237 0.0 0.0 0.0 -0.39
C 4.502 -2.794 -3.226 0.0 0.0 0.0 -0.72
C 5.376 -1.784 -2.844 0.0 0.0 0.0 -0.48
C 4.877 -0.540 -2.482 0.0 0.0 0.0 -0.73
C 3.510 -0.300 -2.510 0.0 0.1 0.1 0.08
H 0.257 -3.350 -2.317 0.0 0.0 0.0 0.39
H -1.217 -2.404 -2.524 0.0 0.0 0.0 0.36
H -0.229 -2.198 -1.072 0.0 0.0 0.0 0.18
H 0.629 -2.001 -5.235 0.0 0.0 0.0 0.37
H 0.860 -0.252 -5.376 0.0 0.0 0.0 0.35
H -0.743 -0.900 -5.005 0.0 0.0 0.0 0.39
H 2.468 -3.356 -3.538 0.0 0.0 0.0 0.31
H 4.885 -3.765 -3.515 0.0 0.0 0.0 0.38
H 6.443 -1.966 -2.834 0.0 0.0 0.0 0.39
H 5.553 0.249 -2.180 0.0 0.0 0.0 0.41
H 3.136 0.671 -2.206 0.0 0.0 0.0 0.23
Cl 2.142 1.979 -0.027 -0.2 0.0 0.0 -0.46
O -1.124 -0.568 2.563 -0.1 -0.1 -0.1 -0.77
S -0.057 0.375 2.205 0.3 0.1 0.1 1.42
C -0.221 1.855 3.195 0.0 -0.1 0.0 0.25
C 0.235 3.076 2.737 0.0 0.0 0.0 -0.06
C 0.126 4.176 3.575 0.0 0.0 0.0 -0.90
C -0.439 4.045 4.835 0.0 0.0 0.0 -0.49
C -0.906 2.810 5.268 0.0 0.0 0.0 -0.74
C -0.797 1.701 4.446 0.0 0.0 0.0 -0.39
C 1.416 -0.270 3.035 -0.1 0.1 0.1 0.23
C 2.588 0.468 3.111 0.0 0.0 0.0 -0.37
C 3.679 -0.072 3.771 0.0 0.0 0.0 -0.79
C 3.595 -1.334 4.354 0.0 0.0 0.0 -0.50
C 2.417 -2.059 4.270 0.0 0.0 0.0 -0.72
C 1.315 -1.525 3.608 0.0 0.0 0.0 -0.15
H 0.651 3.168 1.742 0.0 0.0 0.0 0.45
H 0.470 5.143 3.232 0.0 0.0 0.0 0.43
H -0.528 4.910 5.480 0.0 0.0 0.0 0.39
H -1.363 2.712 6.244 0.0 0.0 0.0 0.41
H -1.175 0.733 4.747 0.0 0.0 0.0 0.48
H 2.653 1.444 2.650 0.0 0.0 0.0 0.37
H 4.597 0.498 3.839 0.0 0.0 0.0 0.42
H 4.448 -1.744 4.880 0.0 0.0 0.0 0.39
H 2.344 -3.036 4.730 0.0 0.0 0.0 0.43
H 0.379 -2.063 3.539 0.0 0.0 0.0 0.51